# 1
Density functional theory data (ωB97M-V/def2-TZVPD) for a structure of composition C33H27F6IN5O6PS2Ta.

Values from the calculation:
Charge: +3
LUMO level: -9.9 eV
Gap between HOMO and LUMO: 6.956 eV

Positions of all 82 atoms, in Å:
Ta: 0.17 0.35 0.26
C: -2.83 2.75 2.62
C: -2.99 1.28 2.86
N: -3.84 0.86 3.78
C: -4.02 -0.45 3.99
C: -3.35 -1.46 3.30
C: -3.64 -2.90 3.64
O: -3.75 -3.65 2.44
C: -2.42 -1.03 2.33
C: -1.69 -1.96 1.50
N: -0.73 -1.69 0.66
C: -0.24 -2.86 -0.03
C: -0.03 -4.07 0.63
C: 0.39 -5.19 -0.08
C: 0.63 -5.11 -1.45
C: 0.46 -3.90 -2.12
C: 0.04 -2.81 -1.38
I: -0.12 -0.94 -2.30
C: -2.26 0.33 2.14
O: -1.38 0.74 1.20
H: -3.62 3.29 3.13
H: -2.88 2.97 1.55
H: -1.86 3.10 3.00
H: -4.75 -0.71 4.74
H: -4.57 -2.93 4.21
H: -2.85 -3.29 4.28
H: -4.21 -4.48 2.62
H: -2.03 -2.99 1.56
H: -0.19 -4.14 1.70
H: 0.55 -6.12 0.44
H: 0.96 -5.98 -2.00
H: 0.67 -3.83 -3.18
N: -0.39 3.51 -0.77
P: -0.94 2.07 -1.41
C: -0.42 2.11 -3.12
C: 0.88 2.53 -3.43
C: 1.30 2.55 -4.75
C: 0.42 2.14 -5.76
C: -0.86 1.72 -5.45
C: -1.29 1.71 -4.13
C: -2.73 1.99 -1.37
C: -3.43 3.16 -1.69
C: -4.82 3.14 -1.69
C: -5.50 1.97 -1.39
C: -4.80 0.81 -1.08
C: -3.42 0.82 -1.06
C: 0.18 3.65 0.48
C: 0.37 4.94 0.99
C: 0.95 5.09 2.23
C: 1.31 3.95 2.95
C: 1.09 2.72 2.38
N: 0.55 2.54 1.15
H: -0.55 4.36 -1.29
H: 1.55 2.86 -2.65
H: 2.29 2.88 -5.00
H: 0.75 2.16 -6.79
H: -1.54 1.43 -6.24
H: -2.31 1.40 -3.90
H: -2.91 4.07 -1.94
H: -5.36 4.04 -1.93
H: -6.58 1.97 -1.39
H: -5.34 -0.10 -0.85
H: -2.88 -0.09 -0.83
H: 0.06 5.79 0.41
H: 1.11 6.08 2.63
H: 1.76 4.02 3.93
H: 1.35 1.84 2.93
F: 3.75 -2.94 1.69
C: 3.24 -2.04 2.49
F: 2.20 -2.51 3.15
F: 4.12 -1.50 3.28
S: 2.53 -0.70 1.36
O: 1.38 -0.03 2.07
O: 1.90 -1.30 0.18
N: 3.71 0.26 1.06
S: 3.45 1.30 -0.14
O: 2.03 1.15 -0.61
O: 3.88 2.62 0.14
C: 4.44 0.59 -1.55
F: 3.94 -0.60 -1.85
F: 5.69 0.49 -1.16
F: 4.31 1.42 -2.56

# 2
Density functional theory data (ωB97M-V/def2-TZVPD) for a cluster of 16 separate species, C94H193F18N9O19S4 in total at a distorted geometry.

Values from the calculation:
Charge: +2
LUMO level: -3.3 eV
Gap between HOMO and LUMO: 7.068 eV

Positions of all 337 atoms, in Å:
C: -9.44 1.16 7.50
C: -8.12 1.00 6.74
C: -7.63 2.49 6.52
N: -6.28 2.54 5.86
C: -5.95 3.92 5.33
C: -4.51 4.12 4.99
C: -3.53 3.68 6.04
C: -3.82 2.20 6.36
C: -5.26 2.05 6.85
C: -6.26 1.60 4.69
H: -9.97 0.22 7.50
H: -10.11 1.85 7.01
H: -9.19 1.45 8.50
H: -8.37 0.46 5.77
H: -7.42 0.39 7.34
H: -7.55 2.95 7.53
H: -8.30 3.09 5.87
H: -6.28 4.61 6.12
H: -6.58 4.15 4.48
H: -4.47 5.18 4.70
H: -4.32 3.56 4.06
H: -3.76 4.23 6.93
H: -2.53 3.83 5.74
H: -3.20 1.87 7.19
H: -3.65 1.53 5.49
H: -5.36 2.62 7.78
H: -5.48 1.00 7.03
H: -5.34 1.57 4.10
H: -7.04 1.94 4.02
H: -6.45 0.58 4.98
C: -4.01 8.27 -3.69
C: -3.99 8.29 -2.13
C: -4.06 6.85 -1.67
N: -4.11 6.71 -0.20
C: -3.98 5.12 0.04
C: -3.72 4.74 1.47
C: -2.59 5.51 2.10
C: -2.84 7.00 1.92
C: -2.92 7.39 0.43
C: -5.41 7.12 0.42
H: -4.02 9.33 -4.02
H: -4.92 7.77 -3.99
H: -3.19 7.64 -4.09
H: -4.67 9.03 -1.69
H: -2.95 8.62 -1.85
H: -3.18 6.26 -1.98
H: -4.96 6.32 -2.08
H: -3.16 4.87 -0.60
H: -4.91 4.71 -0.34
H: -3.54 3.68 1.52
H: -4.65 4.85 2.10
H: -1.65 5.29 1.54
H: -2.48 5.24 3.18
H: -2.03 7.57 2.38
H: -3.68 7.38 2.47
H: -2.03 6.96 0.03
H: -3.03 8.46 0.30
H: -5.68 8.12 0.12
H: -5.52 6.99 1.45
H: -6.16 6.42 0.08
C: 1.12 3.32 4.20
C: 0.65 2.10 3.41
C: 1.47 2.06 2.08
N: 0.84 1.29 0.93
C: 1.93 1.24 -0.12
C: 1.56 0.52 -1.40
C: 1.10 -0.93 -1.10
C: 0.08 -0.97 0.03
C: 0.45 -0.16 1.27
C: -0.42 2.00 0.51
H: 2.14 3.20 4.57
H: 0.51 3.47 5.11
H: 1.02 4.27 3.59
H: -0.39 2.34 3.16
H: 0.71 1.14 3.96
H: 2.44 1.56 2.22
H: 1.52 3.06 1.74
H: 2.74 0.76 0.44
H: 2.20 2.24 -0.31
H: 2.47 0.47 -1.98
H: 0.85 1.19 -1.90
H: 2.00 -1.36 -0.68
H: 0.68 -1.53 -1.90
H: 0.04 -2.04 0.31
H: -0.85 -0.61 -0.35
H: 1.38 -0.56 1.70
H: -0.38 -0.16 2.01
H: -1.13 1.96 1.29
H: -0.81 1.62 -0.46
H: -0.16 3.02 0.29
C: 1.51 -1.14 -10.66
C: 2.09 -0.24 -9.61
C: 1.45 -0.74 -8.32
N: 1.47 0.20 -7.11
C: 0.72 1.50 -7.35
C: 0.61 2.35 -6.11
C: -0.20 1.62 -5.04
C: 0.51 0.30 -4.74
C: 0.76 -0.53 -5.99
C: 2.91 0.53 -6.73
H: 0.45 -1.26 -10.43
H: 1.95 -2.18 -10.50
H: 1.68 -0.87 -11.69
H: 2.00 0.86 -9.77
H: 3.19 -0.36 -9.69
H: 1.92 -1.65 -7.87
H: 0.44 -0.94 -8.43
H: -0.31 1.19 -7.62
H: 1.18 2.10 -8.15
H: 0.16 3.26 -6.38
H: 1.61 2.61 -5.69
H: -1.16 1.52 -5.50
H: -0.30 2.21 -4.12
H: -0.01 -0.33 -4.03
H: 1.44 0.51 -4.20
H: -0.26 -0.86 -6.39
H: 1.44 -1.36 -5.83
H: 3.40 1.07 -7.55
H: 3.39 -0.40 -6.53
H: 2.91 1.12 -5.86
C: -1.49 -0.46 5.52
C: -1.59 -1.45 4.39
C: -1.40 -2.80 5.06
N: -1.45 -3.95 4.09
C: -1.12 -5.21 4.87
C: -1.36 -6.51 4.12
C: -2.77 -6.48 3.58
C: -3.13 -5.27 2.77
C: -2.89 -4.03 3.62
C: -0.51 -3.70 2.91
H: -1.09 0.48 5.18
H: -0.92 -0.83 6.35
H: -2.48 -0.30 6.00
H: -0.74 -1.26 3.71
H: -2.43 -1.29 3.75
H: -2.08 -3.01 5.88
H: -0.46 -2.81 5.57
H: -1.95 -5.14 5.61
H: -0.14 -5.24 5.29
H: -1.19 -7.39 4.73
H: -0.63 -6.58 3.33
H: -3.41 -6.53 4.51
H: -2.97 -7.40 3.06
H: -4.22 -5.42 2.59
H: -2.58 -5.16 1.85
H: -3.63 -3.95 4.46
H: -3.00 -3.16 3.01
H: 0.37 -3.31 3.35
H: -0.89 -2.85 2.35
H: -0.44 -4.60 2.29
C: 8.96 5.03 -1.75
C: 8.28 3.74 -2.32
C: 6.85 3.62 -1.83
N: 6.17 2.38 -2.42
C: 4.70 2.40 -1.87
C: 3.99 3.61 -2.44
C: 3.98 3.67 -3.94
C: 5.38 3.53 -4.56
C: 6.06 2.35 -3.99
C: 6.78 1.12 -1.98
H: 8.63 5.97 -2.18
H: 10.07 4.93 -1.85
H: 8.87 5.11 -0.69
H: 8.98 2.98 -1.93
H: 8.32 3.62 -3.40
H: 6.28 4.43 -2.30
H: 6.63 3.55 -0.77
H: 4.92 2.36 -0.82
H: 4.31 1.45 -2.29
H: 4.56 4.43 -2.00
H: 2.98 3.69 -2.01
H: 3.53 4.58 -4.31
H: 3.43 2.89 -4.46
H: 6.07 4.43 -4.54
H: 5.22 3.33 -5.61
H: 7.10 2.15 -4.24
H: 5.48 1.45 -4.18
H: 6.12 0.29 -2.31
H: 6.76 1.01 -0.86
H: 7.87 1.18 -2.31
C: 2.37 -4.23 1.12
C: 3.50 -3.14 1.14
C: 4.65 -3.77 1.98
N: 5.93 -2.95 1.93
C: 6.86 -3.64 2.85
C: 8.34 -3.35 2.71
C: 8.72 -3.55 1.21
C: 7.94 -2.57 0.34
C: 6.45 -2.95 0.49
C: 5.68 -1.57 2.38
H: 1.51 -3.90 0.49
H: 2.10 -4.52 2.14
H: 2.85 -5.09 0.70
H: 3.25 -2.18 1.62
H: 3.78 -2.87 0.15
H: 4.87 -4.82 1.70
H: 4.30 -3.80 2.99
H: 6.84 -4.66 2.58
H: 6.58 -3.51 3.91
H: 8.77 -4.10 3.39
H: 8.66 -2.36 3.13
H: 8.43 -4.55 0.96
H: 9.81 -3.46 1.05
H: 8.24 -2.68 -0.68
H: 8.13 -1.52 0.63
H: 6.43 -4.04 0.13
H: 5.76 -2.29 -0.02
H: 5.28 -1.67 3.38
H: 5.00 -1.06 1.73
H: 6.61 -1.12 2.50
C: -2.97 -6.76 -5.54
C: -2.03 -6.27 -4.47
C: -0.69 -6.91 -4.77
N: 0.45 -6.29 -3.97
C: 0.28 -6.64 -2.50
C: 1.49 -6.24 -1.74
C: 2.85 -6.85 -2.20
C: 2.99 -6.67 -3.70
C: 1.70 -6.97 -4.48
C: 0.50 -4.80 -4.24
H: -4.00 -6.33 -5.42
H: -3.08 -7.86 -5.64
H: -2.63 -6.32 -6.46
H: -2.37 -6.47 -3.41
H: -2.06 -5.17 -4.50
H: -0.37 -6.74 -5.78
H: -0.68 -7.97 -4.47
H: 0.27 -7.74 -2.54
H: -0.64 -6.22 -2.13
H: 1.35 -6.51 -0.71
H: 1.53 -5.12 -1.74
H: 2.83 -7.91 -2.02
H: 3.68 -6.50 -1.57
H: 3.73 -7.34 -4.03
H: 3.40 -5.68 -3.98
H: 1.56 -8.06 -4.51
H: 1.75 -6.72 -5.54
H: 1.46 -4.38 -3.90
H: -0.34 -4.30 -3.75
H: 0.54 -4.50 -5.26
C: -2.73 1.51 -2.48
C: -3.30 0.14 -2.80
C: -4.73 0.26 -3.35
N: -5.45 -1.08 -3.61
C: -6.88 -0.77 -4.18
C: -7.63 -2.04 -4.65
C: -6.74 -2.86 -5.58
C: -5.37 -3.16 -4.95
C: -4.68 -1.88 -4.59
C: -5.61 -1.83 -2.31
H: -1.65 1.58 -2.48
H: -3.02 1.82 -1.47
H: -3.12 2.32 -3.11
H: -3.27 -0.50 -1.93
H: -2.65 -0.32 -3.54
H: -4.66 0.81 -4.31
H: -5.38 0.81 -2.62
H: -6.75 -0.05 -4.92
H: -7.49 -0.36 -3.36
H: -8.55 -1.74 -5.17
H: -7.90 -2.62 -3.79
H: -6.64 -2.27 -6.50
H: -7.21 -3.88 -5.77
H: -4.77 -3.70 -5.69
H: -5.34 -3.78 -4.03
H: -4.52 -1.27 -5.46
H: -3.73 -2.07 -4.10
H: -6.54 -2.40 -2.23
H: -5.55 -1.07 -1.50
H: -4.75 -2.48 -2.18
O: -2.81 -2.54 -0.87
C: -2.16 -3.39 -1.88
O: -1.03 -3.77 -1.52
O: -2.85 -3.57 -2.92
H: -2.28 -2.87 -0.13
C: 2.66 -2.81 5.39
O: 2.12 -2.83 6.75
O: 1.96 -3.38 4.49
C: 2.54 -1.32 4.99
F: 3.07 -0.33 5.77
F: 3.01 -1.12 3.71
F: 1.19 -0.92 4.90
C: 1.65 -4.09 7.25
C: 2.62 -5.22 7.28
H: 3.24 -5.29 6.35
H: 3.26 -5.20 8.12
H: 1.93 -6.04 7.41
H: 0.90 -4.41 6.56
H: 1.26 -3.90 8.23
H: 3.77 -3.08 5.37
C: 5.33 2.09 1.89
O: 4.84 3.34 1.35
O: 5.12 1.09 1.10
C: 6.81 2.27 2.12
F: 7.06 3.39 2.82
F: 7.39 1.21 2.73
F: 7.49 2.37 0.91
C: 4.16 4.21 2.18
C: 3.64 5.37 1.26
H: 4.56 5.79 0.95
H: 3.15 4.89 0.44
H: 3.01 6.07 1.87
H: 4.83 4.58 2.99
H: 3.40 3.65 2.77
H: 4.79 2.09 2.95
C: 0.75 6.32 -2.90
F: -0.05 7.43 -2.99
F: 1.34 6.21 -4.07
F: 1.70 6.56 -1.95
S: -0.34 4.99 -2.35
O: -0.62 5.30 -0.95
O: -1.43 5.17 -3.25
O: 0.50 3.82 -2.61
C: 4.93 -2.77 -3.23
F: 4.37 -2.52 -1.99
F: 6.23 -2.51 -3.04
F: 4.96 -4.12 -3.36
S: 4.01 -1.93 -4.51
O: 2.80 -2.72 -4.65
O: 3.94 -0.62 -3.97
O: 4.86 -1.99 -5.67
C: -2.49 0.42 9.66
F: -1.69 0.89 8.66
F: -1.69 -0.03 10.62
F: -3.16 1.47 10.17
S: -3.71 -0.79 8.93
O: -3.04 -1.34 7.73
O: -3.90 -1.71 10.03
O: -4.83 0.05 8.54
C: -5.79 1.78 0.56
F: -6.75 1.18 -0.09
F: -5.03 2.53 -0.35
F: -6.52 2.68 1.29
S: -4.63 0.73 1.50
O: -3.89 1.67 2.31
O: -5.43 -0.21 2.22
O: -3.80 0.12 0.47

# 3
Density functional theory data (ωB97M-V/def2-TZVPD) for a cluster of 2 separate species, C11H15N in total at a distorted geometry.

Values from the calculation:
LUMO level: 0.9 eV
Gap between HOMO and LUMO: 8.826 eV
Structure (SMILES): Cc1c[nH]c2ccccc12.CC

Positions of all 27 atoms, in Å:
C: -1.03 0.66 -2.41
C: -0.02 1.23 -1.51
C: -0.06 2.46 -0.94
N: 0.90 2.47 0.14
C: 1.54 1.25 0.13
C: 2.33 0.58 1.06
C: 2.72 -0.76 0.90
C: 2.32 -1.41 -0.26
C: 1.35 -0.90 -1.11
C: 0.97 0.39 -0.88
H: -0.69 0.56 -3.46
H: -1.86 1.34 -2.54
H: -1.17 -0.35 -2.05
H: -0.59 3.38 -1.07
H: 1.12 3.27 0.70
H: 2.39 1.14 1.98
H: 3.10 -1.15 1.83
H: 2.64 -2.41 -0.50
H: 0.95 -1.52 -1.94
C: -2.37 -0.60 1.17
C: -1.96 -1.92 1.80
H: -3.04 -0.73 0.36
H: -2.74 0.03 1.98
H: -1.51 -0.04 0.77
H: -1.21 -1.92 2.59
H: -1.36 -2.51 1.07
H: -2.73 -2.55 2.19

no.,HOMO level (eV),E (eV)
1,-16.84,-111288.1079
2,-10.40,-245163.3553
3,-7.88,-13139.4604